Entry from the Open Molecules 2025 dataset: C34H42BFeN7O5S3 as an isolated structure (ωB97M-V/def2-TZVPD).

- Energy: -124181.6511 eV
- F_max: 0.13 eV/A

```
93
Properties=species:S:1:pos:R:3:forces:R:3
Fe 1.868512 1.617337 -1.991627 -0.03 0.06 0.02
C 5.011460 -0.265922 2.076763 -0.02 0.00 -0.01
C 3.523819 -0.146438 2.104079 0.06 0.01 -0.04
C 2.754931 -0.324606 3.205831 -0.04 -0.01 0.05
C 1.337424 -0.156607 3.152629 0.01 -0.01 0.02
N 0.734684 0.122792 2.035788 0.02 0.01 -0.06
N 1.495646 0.271473 0.947364 -0.01 -0.02 0.02
B 0.866569 0.413940 -0.461378 0.08 0.04 0.00
N 0.865491 -0.982177 -1.137187 0.01 0.00 0.07
N 0.364422 -1.888455 -0.280356 -0.04 0.01 -0.02
C 0.286968 -3.136021 -0.621806 0.01 -0.01 0.03
C 0.699916 -3.553200 -1.912949 0.00 -0.03 0.01
C 1.255785 -2.662629 -2.770673 0.00 -0.02 -0.04
C 1.745163 -3.067451 -4.123868 0.00 0.02 0.02
C 1.400546 -1.297529 -2.343031 -0.01 -0.02 -0.01
S 2.258933 -0.206971 -3.314069 0.05 -0.05 -0.05
C -0.181725 -4.086804 0.475101 0.00 0.00 -0.01
C -0.595587 -5.443868 -0.092459 -0.01 -0.01 0.00
C 0.991210 -4.273834 1.448548 0.00 0.00 0.00
C -1.362933 -3.463933 1.223108 0.01 0.03 0.00
N -0.486615 1.116591 -0.194599 0.01 -0.11 0.05
N -1.592744 0.396355 -0.143029 -0.02 0.01 0.01
C -2.724128 1.019000 0.069374 0.04 -0.06 -0.01
C -2.745316 2.409586 0.312534 -0.01 0.01 -0.02
C -1.595494 3.142330 0.266902 -0.04 0.04 0.01
C -1.560244 4.622232 0.468939 0.02 -0.02 -0.01
C -0.408386 2.443845 -0.066973 -0.02 0.09 0.02
S 1.098002 3.190652 -0.407858 0.01 0.00 0.01
C -3.971236 0.143219 0.053522 0.00 0.01 0.02
C -3.853478 -0.870187 -1.090788 0.00 0.01 0.00
C -5.233529 0.981046 -0.153755 -0.01 0.00 -0.01
C -4.063847 -0.592158 1.396969 0.00 0.03 0.00
C 2.822958 0.208688 0.911800 -0.07 0.02 -0.01
S 3.485847 0.614957 -0.577594 0.00 -0.02 -0.01
C 0.484219 -0.318281 4.400709 0.01 -0.01 0.00
C -0.982529 -0.021789 4.097577 -0.01 0.02 -0.01
C 0.611874 -1.763746 4.900928 0.01 0.00 0.00
C 0.982289 0.651905 5.480240 0.00 -0.01 -0.01
H 5.400818 -0.550563 3.052421 0.00 0.00 0.00
H 5.458261 0.682902 1.773426 0.00 0.00 0.00
H 5.319723 -1.006264 1.336183 0.00 0.00 0.00
H 3.222376 -0.584686 4.147659 0.00 0.01 0.00
H 0.592993 -4.586862 -2.212543 -0.01 0.01 0.00
H 1.525058 -4.116793 -4.312746 0.00 0.00 0.00
H 2.821396 -2.905989 -4.203002 0.00 0.01 0.00
H 1.280436 -2.452329 -4.895465 0.00 0.00 0.00
H 0.245163 -5.976391 -0.541133 0.00 0.01 0.00
H -1.382627 -5.341366 -0.842654 0.00 0.00 0.00
H -0.981581 -6.068674 0.714216 0.00 0.00 0.00
H 1.857325 -4.709700 0.945146 0.00 0.00 0.00
H 0.701866 -4.938252 2.265944 0.00 0.00 -0.01
H 1.288000 -3.310945 1.869144 0.00 0.00 0.01
H -2.213993 -3.316195 0.555433 -0.01 -0.01 0.00
H -1.084333 -2.491945 1.631059 -0.02 0.00 0.00
H -1.674519 -4.120050 2.038770 0.01 0.00 0.00
H -3.684892 2.910519 0.501488 0.00 -0.01 0.02
H -2.545569 5.002364 0.732964 0.00 0.00 0.00
H -1.215020 5.114621 -0.442094 0.00 0.00 0.00
H -0.849444 4.886322 1.253488 0.00 0.00 0.00
H -3.732161 -0.358686 -2.047381 0.00 0.00 0.00
H -4.754824 -1.485805 -1.130654 0.00 0.01 0.01
H -2.989778 -1.517578 -0.947357 0.01 0.00 -0.01
H -5.174140 1.573242 -1.069272 0.01 -0.01 0.00
H -5.427236 1.651472 0.685798 0.00 0.00 0.00
H -6.093449 0.315208 -0.239155 0.00 0.00 -0.01
H -3.166444 -1.186234 1.569217 0.02 -0.02 -0.01
H -4.929298 -1.258399 1.401094 0.00 0.00 0.00
H -4.172578 0.113546 2.224558 0.01 -0.01 0.00
H -1.373944 -0.692431 3.333107 -0.01 -0.01 -0.01
H -1.114376 0.999110 3.736215 0.00 -0.01 0.01
H -1.569655 -0.148825 5.009076 0.00 0.00 0.00
H 0.246889 -2.466491 4.149189 0.00 0.00 0.00
H 0.019097 -1.895569 5.807916 0.00 0.00 0.00
H 1.645482 -2.024427 5.137845 0.00 0.00 0.00
H 0.909883 1.685195 5.136058 0.00 0.00 0.00
H 2.019283 0.458099 5.759408 0.00 0.00 0.00
H 0.372861 0.547932 6.379526 0.00 0.00 0.00
O 0.471198 5.644251 -6.257745 0.00 -0.01 0.00
C 0.824575 4.733589 -5.323097 0.01 0.03 -0.01
C 2.112069 4.659236 -4.799914 0.01 0.01 -0.01
C 2.371585 3.699777 -3.845707 -0.02 0.00 0.01
N 1.434532 2.856726 -3.435264 -0.05 0.00 -0.06
C 0.203271 2.921957 -3.929506 0.04 0.02 0.01
C -0.156471 3.849357 -4.878406 0.00 -0.02 -0.01
C -0.688675 1.875522 -3.321318 -0.06 0.00 -0.04
O -1.874104 1.804508 -3.595122 0.02 0.00 0.02
O -0.040905 1.103681 -2.519098 0.06 0.00 -0.02
C 3.694360 3.484356 -3.148324 0.02 -0.03 0.01
O 4.662821 4.158519 -3.440737 0.00 0.01 0.00
O 3.621971 2.544130 -2.269524 -0.02 0.02 0.01
H 1.231267 6.192595 -6.481841 0.00 0.00 0.00
H 2.913951 5.321165 -5.103380 -0.01 0.00 0.00
H -1.167349 3.878219 -5.258583 0.00 0.00 0.00
```
Forces are in eV/Å.

Entry from the Open Molecules 2025 dataset: a 2-piece molecular cluster, C12H27N3O2Si2 overall (ωB97M-V/def2-TZVPD).

- Relative energy (zero: lowest compared OMol25 entry of this formula, charge and spin): 38.05 kcal per mole
- Energy: -37196.2152 eV
- F_max: 5.31 eV/A

```
46
Properties=species:S:1:pos:R:3:forces:R:3
C 0.128110 -2.595055 -1.673287 -0.48 1.12 1.68
O -0.142012 -2.378424 -3.073805 1.37 -1.80 0.08
C 0.419793 -3.434758 -3.881790 -0.19 0.52 -0.95
C 2.024230 -3.373594 -3.926715 -0.40 1.36 -1.38
C 2.653722 -2.407193 -4.895561 3.64 -2.61 2.85
C 4.179901 -2.474686 -4.793760 -3.16 -1.64 1.47
C 4.720473 -3.488996 -3.820971 0.79 0.63 -0.60
N 4.068392 -4.355582 -2.960522 0.63 3.16 -3.09
N 2.761569 -4.193025 -3.088679 -1.18 1.09 -0.48
O 2.039265 -4.981323 -2.240595 -0.25 -0.30 0.05
H 1.238281 -2.694292 -1.418952 -1.35 0.10 -0.57
H -0.222531 -1.648867 -1.125941 0.50 -1.36 -0.91
H -0.466920 -3.453019 -1.213984 0.83 0.83 -0.90
H 0.011798 -4.464428 -3.637343 0.75 1.20 0.05
H 0.083062 -3.202545 -4.954216 0.58 -0.30 1.54
H 2.086059 -1.708606 -5.569016 0.54 -1.05 0.99
H 4.878578 -1.826124 -5.395146 -0.92 -0.95 0.84
H 5.861484 -3.565706 -3.773318 -1.91 0.02 0.07
H 2.290137 -4.771024 -1.313620 0.14 0.11 -0.61
C 1.199266 1.241578 0.654679 0.26 0.26 -0.17
Si -0.142313 2.272960 1.497276 -1.39 -1.78 0.99
C -0.938824 3.344141 0.173705 0.32 0.32 -0.30
C 0.712213 3.396234 2.738113 0.38 0.32 -0.20
N -1.253214 1.180560 2.235138 -0.08 1.42 -0.05
Si -2.634115 1.734046 3.109493 1.56 -1.24 -0.95
C -3.829798 2.716251 2.042652 -0.39 0.19 0.16
C -2.182482 2.772655 4.609031 -0.32 0.19 0.27
C -3.561735 0.212504 3.738831 -0.20 0.27 0.13
H 1.932050 1.894637 0.167909 0.08 -0.09 -0.06
H 1.724106 0.620123 1.384886 -0.06 0.01 0.01
H 0.760961 0.589863 -0.106805 -0.04 0.01 0.03
H -0.167849 3.835953 -0.430032 -0.03 0.07 -0.07
H -1.558575 4.129288 0.611661 -0.03 -0.06 -0.02
H -1.557898 2.743115 -0.496662 -0.01 0.00 0.08
H 1.076296 2.826134 3.595784 -0.08 -0.01 -0.03
H 0.042223 4.179722 3.098367 0.00 -0.05 0.03
H 1.572079 3.890670 2.272506 0.05 0.07 0.06
H -3.449423 3.717928 1.831168 0.00 -0.02 -0.05
H -4.789216 2.833281 2.557625 -0.06 0.05 -0.04
H -4.017402 2.206858 1.094207 0.07 0.01 0.03
H -1.391946 2.294476 5.192405 0.00 0.01 -0.08
H -3.054009 2.896459 5.260696 0.01 0.05 0.06
H -1.847443 3.771292 4.320237 0.05 -0.03 0.02
H -2.923497 -0.381872 4.397805 0.00 0.02 -0.06
H -3.882097 -0.416140 2.904261 0.05 0.01 0.01
H -4.450750 0.514532 4.302284 -0.05 -0.12 0.03
```
Forces are in eV/Å.

Entry from the Open Molecules 2025 dataset: a 4-piece molecular cluster, C4H14NO3 overall (ωB97M-V/def2-TZVPD).

- Relative energy (zero: lowest compared OMol25 entry of this formula, charge and spin): 38.21 kcal per mole
- Multiplicity: 2
- Energy: -12004.8475 eV
- F_max: 1.26 eV/A

```
22
Properties=species:S:1:pos:R:3:forces:R:3
C -0.794323 -0.234478 2.291193 -0.93 -0.31 0.75
C -1.188269 -0.110158 0.842161 0.53 0.79 0.82
C -2.464412 0.064063 0.492227 -0.15 -0.64 -0.75
C 0.094267 -0.817307 -1.129661 -1.10 0.39 -0.15
N -0.074400 -0.082103 0.013281 0.30 -0.39 0.21
H -0.543962 -1.265618 2.563696 0.40 0.00 -0.40
H 0.017080 0.418471 2.611388 0.06 0.06 -0.20
H -1.664127 -0.059771 2.933162 0.09 0.40 -0.08
H -2.766941 0.075815 -0.548331 0.10 0.22 -0.01
H -3.258443 0.066261 1.221258 0.06 -0.11 0.17
H 1.037299 -0.892555 -1.624467 0.18 0.16 0.03
H -0.758177 -1.418277 -1.379299 0.07 -0.29 -0.32
H 0.725588 0.364040 0.437889 -0.04 -0.14 -0.21
H 1.131645 -3.466844 0.547268 -0.04 0.03 -0.03
H 1.869789 -3.770865 -0.749875 -0.04 -0.02 0.01
O 1.144422 -3.247239 -0.390879 0.27 -0.40 0.13
H 0.858777 2.741165 -2.072993 -0.18 -0.05 -0.09
H -0.445780 2.373518 -2.802606 0.02 0.04 0.04
O 0.342336 1.996296 -2.400500 0.20 0.13 -0.06
H 1.607066 3.030398 0.501424 -0.43 -0.15 0.18
H 2.689736 2.018700 0.466407 -0.06 -0.35 0.14
O 1.753497 2.094903 0.694772 0.72 0.63 -0.18
```
Forces are in eV/Å.

Entry from the Open Molecules 2025 dataset: C24H46N3O9RuS3Si as an isolated structure (ωB97M-V/def2-TZVPD).

- Relative energy (zero: lowest compared OMol25 entry of this formula, charge and spin): 0.00 kcal per mole
- Multiplicity: 6
- Energy: -91502.0179 eV
- F_max: 0.76 eV/A

```
87
Properties=species:S:1:pos:R:3:forces:R:3
Ru 1.464322 0.071921 0.815590 -0.30 -0.10 0.69
C -0.496766 2.724422 1.824198 -0.03 0.02 0.06
C -0.644716 1.638741 2.901706 0.00 -0.06 -0.03
N 0.618850 0.949941 3.140201 0.14 -0.08 0.03
C 1.606992 1.730490 3.881262 0.04 -0.03 0.00
C 3.005670 1.438021 3.358057 0.02 0.04 0.04
N 3.054076 1.483614 1.899471 0.12 -0.05 -0.19
C 3.122829 2.793371 1.252954 -0.02 0.05 0.02
C 1.755435 3.465471 1.156466 -0.03 -0.01 0.07
N 0.654542 2.509682 0.927673 0.34 -0.04 0.15
H -0.384078 3.706008 2.290083 -0.07 0.02 0.00
H -1.419723 2.754193 1.244375 0.08 -0.10 0.08
H -1.347916 0.887531 2.554620 -0.03 0.05 0.07
H -1.051958 2.081600 3.819129 0.04 0.03 0.00
H 0.442591 0.051556 3.574601 -0.04 0.02 0.03
H 1.567819 1.520308 4.954672 0.01 0.03 -0.01
H 1.372785 2.788513 3.766372 -0.02 0.00 -0.01
H 3.302669 0.428645 3.645404 -0.01 0.00 0.00
H 3.721437 2.142571 3.799002 0.00 -0.03 0.01
H 3.826786 0.912418 1.573582 0.05 0.06 0.02
H 3.513841 2.618549 0.255070 0.02 0.03 0.01
H 3.817747 3.460785 1.777772 -0.02 -0.01 0.01
H 1.789914 4.216399 0.362136 -0.01 -0.01 -0.02
H 1.544562 4.007241 2.077342 0.02 0.03 -0.02
H 0.349182 2.533279 -0.035838 -0.09 0.11 0.48
C 0.268771 2.241604 -2.298644 0.05 0.00 -0.10
C -1.080122 1.752020 -1.786168 -0.13 -0.08 -0.11
C -1.949820 2.925214 -1.341564 0.06 0.06 0.03
C -1.793007 0.977683 -2.886705 0.01 0.11 -0.08
O -0.806452 0.896847 -0.640200 -0.16 -0.30 -0.41
Si -1.786772 -0.286084 -0.001244 -0.04 -0.08 0.20
S -0.624254 -1.238213 1.450965 0.27 0.23 -0.48
O -3.049113 0.578699 0.599353 0.13 0.09 -0.01
C -4.331426 0.169795 1.091857 -0.10 -0.06 -0.02
C -5.285891 0.067918 -0.093082 0.03 0.00 0.00
C -4.774989 1.266554 2.050665 0.02 0.00 -0.01
C -4.236303 -1.164648 1.822473 0.03 0.02 0.01
O -2.418617 -1.304422 -1.090150 -0.23 0.04 0.01
C -2.041345 -2.532564 -1.740189 0.14 -0.06 0.01
C -2.301951 -3.688711 -0.782557 0.00 0.04 -0.01
C -2.939277 -2.633238 -2.964836 0.02 -0.01 0.00
C -0.573497 -2.482398 -2.137371 -0.11 -0.11 0.01
H 0.126893 3.087668 -2.973932 0.02 -0.04 0.01
H 0.804463 1.456294 -2.826639 0.02 -0.08 -0.01
H 0.916692 2.567858 -1.481137 0.10 0.09 -0.42
H -2.180308 3.554971 -2.201499 -0.02 -0.01 -0.02
H -1.435763 3.551278 -0.608029 -0.02 0.02 -0.08
H -2.879008 2.567810 -0.900246 0.00 0.00 0.01
H -1.907522 1.624215 -3.758833 0.02 0.01 -0.01
H -2.781439 0.645819 -2.569621 0.01 0.03 -0.01
H -1.208692 0.105497 -3.176585 -0.05 0.08 0.00
H -5.387100 1.039168 -0.580687 0.00 0.01 -0.01
H -6.273811 -0.260808 0.233576 -0.01 0.01 0.01
H -4.898561 -0.646871 -0.818830 -0.01 -0.02 0.00
H -4.798538 2.227872 1.535550 0.00 0.01 -0.01
H -4.079197 1.337747 2.888599 0.00 0.00 0.01
H -5.770670 1.057540 2.443647 -0.01 -0.01 0.00
H -3.938562 -1.960756 1.139754 0.01 -0.03 -0.03
H -5.205073 -1.424623 2.251501 0.00 -0.01 0.00
H -3.500082 -1.112249 2.625670 -0.01 0.01 0.02
H -3.360377 -3.734267 -0.518692 -0.01 0.01 0.00
H -1.711881 -3.565449 0.125400 0.01 -0.01 0.00
H -2.022503 -4.634166 -1.249483 -0.01 -0.01 -0.02
H -3.988817 -2.610557 -2.668204 -0.01 0.00 0.01
H -2.748492 -3.565110 -3.498506 0.01 -0.01 -0.01
H -2.751972 -1.800306 -3.643249 0.00 0.00 -0.02
H 0.069420 -2.410938 -1.260932 -0.06 -0.06 -0.03
H -0.371902 -1.623408 -2.779556 0.03 -0.13 0.05
H -0.310203 -3.389821 -2.684551 0.02 0.00 0.00
O 3.765666 -3.444663 1.990576 0.11 0.04 0.00
S 3.256641 -2.452347 1.090659 -0.27 -0.04 -0.05
O 3.465308 -1.053316 1.561686 -0.20 0.15 0.08
O 1.855067 -2.558869 0.716495 0.07 -0.22 -0.04
C 4.197005 -2.599719 -0.427896 0.04 0.08 0.00
C 5.049533 -3.690548 -0.486286 0.03 0.02 0.00
C 5.811912 -3.942954 -1.619149 0.01 -0.01 0.03
C 5.732362 -3.092466 -2.702845 0.00 0.01 -0.02
C 4.880766 -1.996819 -2.658779 0.01 0.01 0.00
C 4.107471 -1.739716 -1.536457 -0.03 -0.02 0.00
S 3.036874 -0.309315 -1.685342 0.02 0.06 0.04
O 3.400129 0.651777 -0.625149 0.05 0.03 -0.07
O 3.203539 0.187520 -3.019709 -0.07 -0.03 -0.04
O 1.667466 -0.763029 -1.353762 -0.03 0.23 0.10
H 5.107705 -4.336752 0.377487 0.00 -0.01 -0.01
H 6.466631 -4.803971 -1.644675 0.00 0.00 0.01
H 6.326486 -3.274020 -3.588514 -0.01 0.01 -0.01
H 4.799619 -1.326531 -3.501329 0.00 -0.01 -0.02
```
Forces are in eV/Å.